Version w
Density functional theory data (the ωB97M-V functional and the def2-TZVPD basis) for 2 unconnected molecules or ions with the total composition C3H8O2S.

Positions of all 14 atoms, in Å:
C 0.88 -0.49 0.25
O 1.48 -0.08 -1.04
C -0.58 0.09 0.41
C -1.03 0.10 1.88
S -2.64 1.13 2.12
H 1.53 -0.20 1.10
H 0.66 -1.71 0.19
H -0.45 1.15 0.17
H -1.37 -0.27 -0.34
H -1.10 -0.98 2.16
H -0.19 0.38 2.60
H 1.20 0.07 -2.06
H 0.97 0.81 -3.90
O 0.65 -0.01 -3.55

Computed properties:
HOMO   0.142 eV
Total charge   -2

Partial charges, Mulliken, in e:
1 C -0.3482
2 O -0.5866
3 C -0.3378
4 C -0.7872
5 S -0.7854
6 H 0.2331
7 H 0.1424
8 H 0.2353
9 H 0.2774
10 H 0.2655
11 H 0.2146
12 H 0.4418
13 H 0.1350
14 O -1.1000

Version x
Density functional theory data (the ωB97M-V functional and the def2-TZVPD basis) for 2 unconnected molecules or ions with the total composition C3H8O2S.

Positions of all 14 atoms, in Å:
C 0.26 -0.30 0.23
O 1.39 -0.41 -0.60
C -0.19 1.16 0.37
C -1.40 1.38 1.30
S -3.02 1.16 0.42
H 0.53 -0.54 1.27
H -0.50 -1.03 -0.04
H 0.70 1.60 0.85
H -0.33 1.74 -0.54
H -1.44 0.60 2.06
H -1.22 2.33 1.82
H 1.44 -1.25 -1.07
H 1.55 -2.88 -3.06
O 2.22 -3.57 -3.01

Computed properties:
HOMO   -0.227 eV
Total charge   -2

Partial charges, Mulliken, in e:
1 C -0.3213
2 O -0.5191
3 C -0.4511
4 C -0.7170
5 S -0.7549
6 H 0.1534
7 H 0.3141
8 H 0.2100
9 H 0.3067
10 H 0.1807
11 H 0.2931
12 H 0.2920
13 H 0.1589
14 O -1.1455

Version y
Density functional theory data (the ωB97M-V functional and the def2-TZVPD basis) for 2 unconnected molecules or ions with the total composition C3H8O2S.

Positions of all 14 atoms, in Å:
C -0.47 -0.09 -0.12
O -1.18 0.57 -1.02
C 0.69 0.85 0.44
C 2.01 0.15 0.72
S 2.88 1.37 1.93
H -1.08 -0.48 0.73
H -0.09 -0.99 -0.62
H 0.12 1.22 1.39
H 0.85 1.69 -0.16
H 2.58 0.01 -0.05
H 1.68 -0.81 1.13
H -2.17 -0.49 -1.54
H -3.07 -1.63 -0.98
O -2.74 -1.36 -1.86

Computed properties:
HOMO   0.870 eV
Total charge   -2

Partial charges, Mulliken, in e:
1 C -0.3993
2 O -0.9105
3 C -0.2837
4 C -0.8570
5 S -0.8641
6 H 0.0944
7 H 0.2110
8 H 0.1530
9 H 0.3242
10 H 0.3410
11 H 0.2895
12 H 0.4100
13 H 0.2582
14 O -0.7666

So which one is most stable? That would be version x, about 55.5 kJ/mol below the next structure.

Version w
Density functional theory data (the ωB97M-V functional and the def2-TZVPD basis) for 2 unconnected molecules or ions with the total composition C3H12NO2.

Positions of all 18 atoms, in Å:
C 0.14 0.93 0.16
O -0.91 0.63 -0.70
C 0.46 -0.19 1.14
C 0.22 -1.57 0.55
N -0.55 -0.01 2.32
H -0.17 1.85 0.65
H 1.06 1.24 -0.35
H -0.62 0.30 -1.59
H 1.40 0.01 1.65
H 1.07 -1.81 -0.10
H 0.30 -2.40 1.25
H -0.74 -1.58 0.05
H -0.80 -0.84 2.85
H -1.43 0.12 1.80
H -0.35 0.77 2.96
H 1.13 0.97 -3.01
H 1.15 -0.53 -3.11
O 0.56 0.20 -3.03

Computed properties:
HOMO   -14.661 eV
Total charge   +1

Partial charges, Mulliken, in e:
1 C -0.7162
2 O -0.5205
3 C 0.3347
4 C -1.3981
5 N -0.3963
6 H 0.4187
7 H 0.3357
8 H 0.3874
9 H 0.3490
10 H 0.3123
11 H 0.4523
12 H 0.4125
13 H 0.3384
14 H 0.3656
15 H 0.3369
16 H 0.3347
17 H 0.3303
18 O -0.6774

Version x
Density functional theory data (the ωB97M-V functional and the def2-TZVPD basis) for 3 unconnected molecules or ions with the total composition C3H12NO2.

Positions of all 18 atoms, in Å:
C 2.35 -0.50 -0.80
C 1.26 -1.55 -0.66
C -0.90 -0.92 -1.73
N -0.03 -0.79 -0.74
H 2.44 0.04 0.09
H 2.01 0.33 -1.43
H 3.33 -0.83 -1.15
H 1.32 -1.96 0.40
H 1.16 -2.22 -1.50
H -1.57 -0.06 -1.85
H -0.78 -1.68 -2.40
H -0.27 -0.04 0.01
H -1.23 1.23 1.79
H 0.26 1.65 1.67
O -0.44 1.05 1.32
H -3.06 1.66 2.98
H -3.28 2.58 1.81
O -2.61 2.01 2.21

Computed properties:
HOMO   -15.528 eV
Total charge   +1

Partial charges, Mulliken, in e:
1 C -1.1345
2 C -0.1317
3 C -0.1290
4 N 0.0323
5 H 0.3451
6 H 0.3774
7 H 0.3247
8 H 0.2501
9 H 0.2863
10 H 0.2594
11 H 0.3086
12 H 0.2711
13 H 0.3595
14 H 0.2979
15 O -0.6993
16 H 0.3122
17 H 0.3098
18 O -0.6400

So which one is most stable? That would be version w, about 43.6 kJ/mol below the next structure.